Entry w
17
Properties=species:S:1:pos:R:3 method="wB97M-V/def2-TZVPD" lumo_ev=0.65 smiles=OCC(CS)CS
O -2.44 -0.67 -0.56
C -1.09 -0.81 -0.91
C -0.22 0.28 -0.28
C -0.38 0.39 1.23
S 0.27 -1.02 2.14
C 1.22 0.11 -0.81
S 2.36 1.49 -0.37
H -2.78 0.11 -1.04
H -0.88 -0.96 -1.98
H -0.81 -1.76 -0.47
H -0.44 1.27 -0.73
H -0.02 1.35 1.61
H -1.44 0.41 1.49
H 1.57 -0.74 2.02
H 1.63 -0.82 -0.40
H 1.11 0.13 -1.89
H 2.35 1.25 0.96

Entry x
17
Properties=species:S:1:pos:R:3 method="wB97M-V/def2-TZVPD" lumo_ev=0.40 smiles=C1CSCCS1.O
C 2.06 -1.48 -0.99
C 1.76 -0.09 -0.27
S 0.00 0.00 0.00
C -0.83 -0.19 -1.57
C -0.47 -1.47 -2.21
S 1.31 -1.48 -2.67
H 1.72 -2.39 -0.47
H 3.15 -1.57 -1.16
H 2.06 0.83 -0.81
H 2.42 -0.20 0.61
H -1.94 -0.16 -1.48
H -0.54 0.57 -2.31
H -0.72 -2.37 -1.61
H -1.05 -1.52 -3.15
O -1.88 0.27 -8.46
H -1.25 -0.32 -8.92
H -1.50 0.39 -7.56

Entry y
17
Properties=species:S:1:pos:R:3 method="wB97M-V/def2-TZVPD" lumo_ev=0.62 smiles=CC(C)(O)C(S)S
C -0.83 0.82 0.70
C 0.09 0.12 -0.26
C 1.44 0.04 0.36
O 0.07 0.93 -1.49
C -0.34 -1.24 -0.83
S -0.12 -2.60 0.35
S -2.05 -1.39 -1.46
H -0.53 1.95 0.67
H -0.81 0.34 1.75
H -1.96 0.70 0.46
H 1.76 1.08 0.63
H 2.26 -0.45 -0.27
H 1.35 -0.77 1.11
H 0.57 1.74 -1.18
H 0.15 -1.41 -1.81
H -0.95 -2.22 1.31
H -2.25 -0.06 -1.43

Entry z
17
Properties=species:S:1:pos:R:3 method="wB97M-V/def2-TZVPD" lumo_ev=0.51 smiles=CSSCCCO
C -3.06 -0.38 0.91
S -1.61 -1.10 0.06
S -0.05 -0.21 1.29
C 0.26 1.26 0.23
C 0.83 0.86 -1.16
C 2.06 -0.05 -1.11
O 3.20 0.74 -1.52
H -3.29 0.67 0.78
H -3.13 -0.73 1.92
H -3.77 -0.99 0.31
H 0.90 1.92 0.81
H -0.69 1.80 0.12
H 0.08 0.25 -1.74
H 1.04 1.81 -1.62
H 1.98 -0.90 -1.77
H 2.32 -0.42 -0.11
H 3.99 0.75 -0.98

Quick look at relative energies in hartree: entry w 0.0000; entry x 0.0081; entry y 0.0281; entry z 0.0123.